1.
CH3FIN | ωB97M-V/def2-TZVPD

Last column: Mulliken charge in e.
CARTESIAN COORDINATES (ANGSTROEM)
C  -0.12  -1.29  0.43  -0.46
N  -0.10  1.32  -0.13  -0.30
F  -0.94  1.37  -1.21  -0.13
I  1.63  2.20  -0.56  0.15
H  0.44  -1.09  -0.40  0.26
H  0.35  -1.16  1.38  0.24
H  -1.27  -1.35  0.48  0.23

## Properties
orbital gap (spin up / spin down) = 5.79 / 5.79 eV

2.
C34H29CsN3O7PS3Se | ωB97M-V/def2-TZVPD

Last column: Mulliken charge in e.
CARTESIAN COORDINATES (ANGSTROEM)
Cs  -0.85  -0.93  1.03  1.12
O  2.90  -0.48  0.79  -0.53
C  3.78  -1.28  0.55  -0.34
C  3.68  -2.72  0.36  0.88
C  4.85  -3.38  0.07  -0.19
C  4.90  -4.75  -0.15  -0.23
C  3.71  -5.50  -0.07  -0.29
C  2.53  -4.90  0.22  -0.70
C  2.42  -3.46  0.47  -0.07
O  1.33  -2.94  0.75  -0.68
N  6.14  -5.38  -0.45  0.97
O  6.15  -6.60  -0.64  -0.68
O  7.16  -4.70  -0.52  -0.68
H  4.83  -0.91  0.45  0.26
H  5.78  -2.82  -0.01  0.37
H  3.76  -6.57  -0.25  0.43
H  1.60  -5.45  0.29  0.45
C  -1.06  5.67  2.47  -0.85
N  -1.31  5.40  1.07  0.30
C  -0.37  5.06  0.15  -0.23
Se  1.43  4.93  0.37  -0.36
N  -1.05  4.83  -1.01  0.02
C  -2.41  4.98  -0.83  0.63
C  -3.49  4.81  -1.67  -1.06
C  -4.76  5.01  -1.13  -0.44
C  -4.92  5.36  0.21  -0.54
C  -3.83  5.53  1.05  -0.30
C  -2.57  5.34  0.51  0.23
H  0.01  5.61  2.64  0.25
H  -1.58  4.93  3.07  0.30
H  -1.42  6.68  2.72  0.31
H  -0.58  4.44  -1.80  0.27
H  -3.36  4.50  -2.70  0.39
H  -5.63  4.86  -1.75  0.39
H  -5.92  5.47  0.61  0.36
H  -3.95  5.74  2.11  0.29
C  -8.34  0.89  -0.07  -1.74
C  -6.98  1.31  0.42  1.15
C  -6.76  1.56  1.77  -0.70
C  -5.50  1.85  2.25  -0.95
C  -4.43  1.90  1.36  0.40
C  -4.63  1.68  0.01  -0.28
C  -5.90  1.39  -0.45  -0.78
S  -2.78  2.11  2.01  1.36
O  -2.46  0.80  2.57  -0.80
O  -2.88  3.16  3.01  -0.86
O  -1.96  2.45  0.85  -0.71
H  -9.13  1.46  0.42  0.44
H  -8.50  -0.17  0.16  0.31
H  -8.43  1.02  -1.15  0.37
H  -7.60  1.50  2.46  0.36
H  -5.31  2.03  3.30  0.47
H  -3.78  1.73  -0.66  0.58
H  -6.06  1.19  -1.51  0.35
S  -5.18  -2.31  1.26  -0.44
P  -4.46  -3.91  0.34  0.78
S  -2.52  -4.04  -0.03  -0.58
C  -5.00  -5.41  1.25  0.01
C  -6.36  -5.65  1.42  -0.46
C  -6.79  -6.76  2.13  -0.57
C  -5.87  -7.63  2.69  -0.32
C  -4.51  -7.39  2.52  -0.51
C  -4.08  -6.29  1.80  -0.24
C  -5.35  -4.16  -1.27  0.03
C  -5.02  -5.23  -2.09  -0.45
C  -5.68  -5.42  -3.29  -0.61
C  -6.67  -4.53  -3.69  -0.33
C  -7.00  -3.46  -2.88  -0.54
C  -6.34  -3.27  -1.67  -0.19
H  -7.07  -4.95  1.00  0.33
H  -7.86  -6.94  2.26  0.35
H  -6.20  -8.50  3.25  0.34
H  -3.79  -8.07  2.96  0.36
H  -3.02  -6.08  1.65  0.34
H  -4.22  -5.90  -1.78  0.33
H  -5.41  -6.26  -3.93  0.34
H  -7.18  -4.68  -4.64  0.35
H  -7.77  -2.76  -3.19  0.38
H  -6.58  -2.44  -1.01  0.30

## Properties
orbital gap = 6.83 eV
net charge = -2